Record 1
{"formula": "C26H21ClMgN3O2S", "method": "wB97M-V/def2-TZVPD", "spin_multiplicity": 1, "e_homo_ev": -3.9, "gap_ha": 0.2192, "charge": -1, "symbols": ["Mg", "O", "C", "C", "C", "C", "C", "C", "C", "O", "N", "N", "C", "C", "C", "C", "C", "C", "N", "H", "H", "H", "H", "H", "H", "H", "H", "H", "H", "Cl", "C", "C", "C", "C", "C", "C", "C", "H", "H", "H", "H", "H", "H", "S", "C", "C", "C", "C", "C", "C", "H", "H", "H", "H", "H"], "positions_angstrom": [[-0.3847, 0.0395, -0.2268], [1.4684, 3.7489, -1.8140], [0.7114, 4.5453, -1.0425], [1.1390, 5.8613, -0.8616], [0.3731, 6.7475, -0.1324], [-0.8367, 6.3419, 0.4307], [-1.2436, 5.0293, 0.2783], [-0.4781, 4.1100, -0.4383], [-0.9206, 2.7014, -0.5646], [-0.3051, 1.8781, -1.3559], [-2.0310, 2.3879, 0.1069], [-2.2414, 1.0522, 0.0060], [-3.3981, 0.5701, 0.1915], [-3.5785, -0.8748, -0.0477], [-4.8142, -1.4726, 0.1164], [-4.9523, -2.8187, -0.1774], [-3.8551, -3.5203, -0.6422], [-2.6511, -2.8403, -0.7933], [-2.5018, -1.5466, -0.4935], [1.0198, 2.8808, -1.8418], [2.0810, 6.1543, -1.3101], [0.7184, 7.7670, 0.0012], [-1.4473, 7.0435, 0.9872], [-2.1653, 4.6790, 0.7235], [-4.2434, 1.2018, 0.4433], [-5.6535, -0.8791, 0.4596], [-5.9075, -3.3143, -0.0481], [-3.9125, -4.5751, -0.8826], [-1.7772, -3.3578, -1.1678], [1.2070, -2.8051, -2.6974], [0.6543, -3.7541, -1.3306], [0.2870, -5.0680, -1.5732], [-0.2378, -5.8472, -0.5505], [-0.3810, -5.2743, 0.7108], [-0.0006, -3.9620, 0.9402], [0.5383, -3.1300, -0.0674], [0.8969, -1.7414, 0.1833], [0.4018, -5.4745, -2.5709], [-0.5237, -6.8765, -0.7380], [-0.7917, -5.8640, 1.5268], [-0.1293, -3.5269, 1.9265], [1.7677, -1.4409, -0.4061], [1.0766, -1.5318, 1.2405], [0.9242, 1.3997, 1.6184], [2.6095, 0.9455, 1.3047], [3.4983, 0.7963, 2.3819], [4.8201, 0.4033, 2.1972], [5.3138, 0.1470, 0.9226], [4.4613, 0.3122, -0.1621], [3.1415, 0.7117, 0.0262], [3.1234, 0.9824, 3.3826], [5.4678, 0.2867, 3.0605], [6.3405, -0.1747, 0.7773], [4.8195, 0.1223, -1.1687], [2.5029, 0.8241, -0.8384]]}

***

Record 2
{"formula": "C26H21F4Si", "method": "wB97M-V/def2-TZVPD", "spin_multiplicity": 1, "e_homo_ev": -11.4, "gap_ha": 0.1740, "charge": 1, "symbols": ["F", "C", "C", "C", "F", "C", "C", "C", "C", "C", "C", "F", "C", "C", "F", "C", "C", "H", "H", "H", "H", "H", "H", "H", "C", "Si", "H", "C", "C", "C", "C", "C", "C", "C", "C", "C", "C", "C", "C", "H", "H", "H", "H", "H", "H", "H", "H", "H", "H", "H", "H", "H"], "positions_angstrom": [[3.2228, -0.7852, -3.2802], [2.9429, 0.4467, -2.7958], [3.9715, 1.3223, -2.5005], [3.6943, 2.5812, -2.0010], [4.7028, 3.4321, -1.7075], [2.3890, 2.9628, -1.8073], [1.3092, 2.1072, -2.1046], [0.0041, 2.6131, -1.8783], [-1.2976, 2.1040, -2.1136], [-2.3833, 2.9272, -1.7525], [-3.6864, 2.5357, -1.9391], [-4.7008, 3.3591, -1.5913], [-3.9563, 1.2973, -2.4917], [-2.9211, 0.4611, -2.8686], [-3.1928, -0.7504, -3.4066], [-1.6160, 0.8593, -2.6907], [1.6357, 0.8292, -2.5977], [4.9909, 1.0240, -2.6597], [2.2025, 3.9492, -1.4251], [0.0014, 3.6004, -1.4458], [-2.2030, 3.8973, -1.3276], [-4.9745, 0.9869, -2.6337], [-0.8627, 0.1856, -3.0374], [0.8885, 0.0974, -2.8162], [-0.2255, 0.8912, 3.4725], [-0.0797, -0.1595, 1.9287], [-0.0503, 0.7362, 0.7779], [1.5066, -1.1199, 1.9028], [2.4707, -0.8851, 0.9449], [3.6421, -1.6178, 0.9472], [3.8437, -2.5848, 1.9131], [2.8786, -2.8235, 2.8711], [1.7089, -2.0885, 2.8630], [-1.5370, -1.2848, 1.6894], [-1.9661, -1.6061, 0.4185], [-3.0354, -2.4636, 0.2433], [-3.6728, -2.9981, 1.3458], [-3.2430, -2.6818, 2.6192], [-2.1728, -1.8244, 2.7875], [-0.2223, 0.2556, 4.3538], [0.6137, 1.5787, 3.5340], [-1.1506, 1.4609, 3.4510], [2.2992, -0.1333, 0.1935], [4.3935, -1.4381, 0.1950], [4.7550, -3.1602, 1.9152], [3.0334, -3.5823, 3.6221], [0.9439, -2.2672, 3.5993], [-1.4596, -1.1844, -0.4328], [-3.3676, -2.7159, -0.7512], [-4.5059, -3.6688, 1.2123], [-3.7368, -3.1037, 3.4803], [-1.8250, -1.5745, 3.7751]]}

***

Record 3
{"formula": "C26H21I2NO4Rh", "method": "wB97M-V/def2-TZVPD", "spin_multiplicity": 5, "e_homo_ev": [-9.4, -11.1], "gap_ha": [0.2065, 0.1811], "charge": 1, "s2": 6.086, "e_above_lowest_kj_mol": 0.00, "symbols": ["Rh", "I", "C", "C", "C", "C", "C", "C", "C", "C", "C", "C", "H", "H", "H", "H", "H", "H", "O", "C", "C", "O", "O", "C", "C", "C", "C", "C", "C", "C", "C", "C", "C", "C", "C", "H", "H", "H", "H", "H", "H", "H", "H", "H", "H", "H", "N", "C", "O", "C", "I", "H", "H", "H", "H"], "positions_angstrom": [[-1.0764, 0.8465, -0.1754], [-3.1393, 1.9897, -1.8076], [-4.0854, 0.1496, -1.5649], [-5.3218, -0.0526, -2.1282], [-5.9506, -1.2972, -1.9948], [-5.3309, -2.3159, -1.3163], [-4.0629, -2.1215, -0.7370], [-3.4072, -3.1748, -0.0441], [-2.1667, -3.0058, 0.5229], [-1.5402, -1.7620, 0.4429], [-2.1471, -0.6964, -0.2253], [-3.4246, -0.8597, -0.8491], [-5.8108, 0.7404, -2.6775], [-6.9248, -1.4483, -2.4386], [-5.8090, -3.2822, -1.2204], [-3.9112, -4.1308, 0.0279], [-1.6794, -3.8220, 1.0379], [-0.5652, -1.6271, 0.9023], [1.0171, 1.4336, 0.5096], [2.1918, 0.8322, 0.0627], [0.9983, 0.3880, -2.7230], [1.9515, 0.3524, -3.3563], [-0.0081, 0.4079, -2.1218], [2.3036, -0.5859, 0.3815], [1.9778, -1.0252, 1.6729], [2.0483, -2.3695, 1.9987], [2.4291, -3.3035, 1.0410], [2.7651, -2.8788, -0.2376], [2.7139, -1.5324, -0.5646], [3.1297, 1.6486, -0.6203], [4.4253, 1.1777, -0.9291], [5.3181, 1.9797, -1.6079], [4.9615, 3.2693, -1.9929], [3.6976, 3.7573, -1.6782], [2.7913, 2.9667, -1.0012], [1.1455, 2.0159, 1.3006], [1.7271, -0.2932, 2.4316], [1.8245, -2.6876, 3.0093], [2.4857, -4.3533, 1.2963], [3.0763, -3.5981, -0.9837], [2.9896, -1.2139, -1.5633], [4.7303, 0.1934, -0.6029], [6.3088, 1.6058, -1.8291], [5.6687, 3.8933, -2.5217], [3.4217, 4.7644, -1.9615], [1.8131, 3.3607, -0.7593], [-2.7404, 2.3087, 3.3409], [-1.8871, 1.5837, 2.5915], [-2.0732, 1.7048, 1.3078], [-0.8659, 0.8359, 3.1649], [0.9936, 2.9239, 3.2394], [-3.3144, 2.9885, 2.8717], [-2.5264, 2.4678, 4.3102], [-0.2900, 0.1761, 2.5382], [-0.8457, 0.6753, 4.2308]]}

***

Record 4
{"formula": "C26H22AuN6OS", "method": "wB97M-V/def2-TZVPD", "spin_multiplicity": 3, "e_homo_ev": [-16.1, -16.1], "gap_ha": [0.2397, 0.1300], "charge": 3, "s2": 2.024, "symbols": ["Au", "C", "C", "N", "C", "C", "N", "C", "C", "C", "C", "C", "N", "C", "C", "N", "C", "C", "N", "C", "C", "C", "N", "C", "C", "H", "H", "H", "H", "H", "H", "H", "H", "H", "H", "H", "H", "C", "C", "C", "C", "C", "C", "C", "S", "C", "O", "H", "H", "H", "H", "H", "H", "H", "H", "H", "H"], "positions_angstrom": [[-0.9118, -1.6387, -1.4995], [3.3291, -2.7900, -1.0890], [2.0746, -2.5777, -1.6480], [1.0645, -2.1643, -0.8834], [1.2776, -1.9661, 0.4395], [2.5656, -2.0879, 0.9347], [3.5798, -2.4993, 0.1799], [0.0878, -1.6561, 1.2746], [0.0309, -1.5937, 2.6475], [-1.1916, -1.3070, 3.2890], [-2.3191, -1.0999, 2.4744], [-2.2138, -1.2007, 1.1036], [-1.0258, -1.4710, 0.5685], [-3.3010, -1.0397, 0.1046], [-4.5934, -0.6608, 0.4138], [-5.5370, -0.5208, -0.5154], [-5.2054, -0.7663, -1.7729], [-3.9135, -1.1456, -2.1282], [-2.9783, -1.2761, -1.1909], [-1.2835, -1.2260, 4.7622], [-2.5112, -1.0844, 5.4045], [-2.5433, -1.0008, 6.7883], [-1.4547, -1.0516, 7.5541], [-0.2817, -1.1938, 6.9391], [-0.1445, -1.2806, 5.5624], [4.1379, -3.2018, -1.6801], [1.8814, -2.7414, -2.6990], [2.7930, -1.8525, 1.9671], [0.9170, -1.7992, 3.2277], [-3.2762, -0.8707, 2.9164], [-4.8905, -0.4598, 1.4356], [-5.9760, -0.6614, -2.5266], [-3.6414, -1.3480, -3.1544], [-3.4512, -1.0526, 4.8724], [-3.4887, -0.8889, 7.3050], [0.5918, -1.2397, 7.5779], [0.8522, -1.3800, 5.1568], [4.7408, 2.7549, -5.0480], [3.6081, 2.5697, -4.1421], [2.3532, 2.0471, -4.6095], [1.3114, 1.8895, -3.7513], [1.4633, 2.2908, -2.3914], [2.6900, 2.7843, -1.8917], [3.7422, 2.9191, -2.7457], [0.0650, 2.1360, -1.2748], [-0.7591, 3.6203, -1.8657], [-0.7633, 0.9756, -1.7429], [4.4877, 2.6001, -6.0927], [5.5480, 2.0582, -4.7673], [5.1847, 3.7488, -4.9079], [2.2433, 1.8123, -5.6609], [0.3554, 1.5103, -4.0922], [2.7781, 3.0821, -0.8536], [4.6905, 3.3086, -2.3944], [-0.8672, 3.5723, -2.9473], [-0.1888, 4.4966, -1.5549], [-1.7332, 3.6180, -1.3776]]}

***

Total energy per entry: -64674.93510 -46042.59969 -56183.90372 -52804.77121 eV